No. 1
14
Properties=species:S:1:pos:R:3:forces:R:3 method="wB97M-V/def2-TZVPD" lumo_energy_ev=-10.98 multiplicity=1 homo_ev=-13.9 total_charge=+3
Pb 2.283351 1.649123 1.829530 -1.42 -1.99 0.77
Pb -0.314355 -1.505832 0.839138 -1.71 -3.28 2.52
Ba 3.247250 0.452562 -1.909666 -0.66 -0.47 0.43
Ba -1.433665 -0.278031 -3.765369 0.23 -0.61 1.05
Ba -2.627626 2.358808 0.199122 0.44 -0.04 1.38
I -1.035164 0.575054 3.091326 0.64 0.58 -0.55
I -1.426283 -2.936409 -1.717591 0.05 0.56 -0.94
I -2.238571 -3.591382 2.683041 0.67 1.00 -0.76
I 2.977680 -1.798405 2.300477 -0.37 1.76 -0.71
P 0.173289 1.064746 -0.724502 -1.38 0.55 -0.78
O -1.260258 0.484735 -0.624965 -0.90 -0.27 -1.14
O 0.459981 1.184897 -2.304788 1.00 -0.52 1.97
O 1.103437 -0.002250 -0.031885 2.44 2.91 -2.03
O 0.090934 2.342384 0.136131 0.98 -0.18 -1.21

---

No. 2
17
Properties=species:S:1:pos:R:3:forces:R:3 method="wB97M-V/def2-TZVPD" lumo_energy_ev=0.70 multiplicity=1 homo_ev=-8.9
C -0.923313 -1.653787 -0.943124 2.72 1.30 -0.71
C 0.587044 -1.706834 1.077582 1.40 1.51 0.61
C 0.872598 2.688139 -0.471847 -0.72 -0.94 -1.47
C -0.997376 0.013450 0.897581 0.11 -0.60 -0.08
N -0.485371 -1.015088 0.261214 -1.87 -0.64 3.39
O 1.146164 1.657905 0.440620 -0.28 -1.23 -0.18
Cl -2.417759 0.695449 0.152218 -0.14 -0.01 -0.53
H -1.907498 -1.586519 -1.218447 -2.59 0.91 -0.10
H -0.306684 -1.098298 -1.681532 -0.37 -1.20 -0.41
H -0.758668 -2.681725 -0.836286 0.90 -1.49 -0.34
H 1.431678 -1.196899 0.590927 0.65 -0.79 0.62
H 0.588082 -1.325619 2.182891 -0.40 -0.77 -2.27
H 0.731315 -2.831242 1.043874 -0.92 1.42 -0.39
H 0.153141 2.386018 -1.292330 0.97 -0.21 0.30
H 1.793057 3.086651 -0.954453 -0.72 -0.03 0.77
H 0.239550 3.313848 0.084601 -0.21 2.27 0.41
H 0.254038 1.254552 0.666517 1.47 0.50 0.36

---

No. 3
124
Properties=species:S:1:pos:R:3:forces:R:3 method="wB97M-V/def2-TZVPD" lumo_energy_ev=-2.98 multiplicity=1 homo_ev=-10.8 total_charge=+1
C 4.614558 0.163858 4.511787 0.24 0.57 -0.03
C 4.330550 0.852200 3.163806 0.00 -0.46 0.08
C 2.874121 0.694035 2.695806 0.24 0.25 -0.27
C 1.906221 1.702146 3.349650 0.22 0.14 0.11
C 1.601763 2.884229 2.412553 0.36 0.00 -0.08
C 0.772182 2.603238 1.152078 -0.08 0.41 0.39
C -0.684933 2.157265 1.350876 0.33 0.50 -0.77
N -0.799309 0.750885 1.763459 -0.04 -0.11 0.07
B -0.391113 -0.274928 0.686332 0.08 -0.06 -0.26
O 0.913396 -0.645921 0.598171 -0.53 -0.46 0.47
O -1.362751 -0.671560 -0.154853 0.08 -0.17 0.63
C -1.443687 -2.081806 -0.490735 -0.06 -0.14 -0.52
C -2.762560 -2.671482 -0.006751 -0.17 -0.27 -0.23
C -1.252028 0.230273 2.867309 -0.20 0.16 0.11
N -1.268353 -1.123956 3.049358 -0.16 0.25 0.35
C -1.787535 -1.332608 4.245497 0.08 0.41 -0.72
S -1.994961 -2.865857 5.052723 -0.20 0.02 0.32
N -2.117189 -0.184762 4.850634 0.19 -0.90 0.10
N -1.756139 0.856714 4.006847 0.14 -0.25 0.15
C -1.958811 2.232896 4.391623 -0.39 -0.34 -0.01
F -0.860972 2.961333 4.195995 0.14 -0.02 -0.07
F -2.947458 2.743776 3.634828 0.09 0.11 0.03
C -2.374789 2.427382 5.886120 0.55 0.11 -0.28
F -2.545067 3.730463 6.032733 -0.12 0.50 0.02
F -3.543597 1.819092 6.097115 -0.35 -0.39 0.08
C -1.299386 1.950087 6.943524 -0.73 -0.21 -0.50
F -0.257541 1.396162 6.357314 0.76 -0.43 -0.66
F -0.899394 2.940163 7.658558 0.48 1.38 0.83
F -1.849288 1.048518 7.732903 -0.50 -0.83 0.47
H 4.060752 -0.775242 4.608354 0.10 0.06 0.03
H 5.688142 -0.039053 4.602267 -0.22 -0.09 0.00
H 4.374215 0.828278 5.352022 -0.19 -0.26 -0.09
H 4.583935 1.917843 3.206894 -0.01 -0.21 0.00
H 4.989967 0.404535 2.408171 -0.14 0.12 0.07
H 2.871880 0.860890 1.607854 -0.12 -0.08 0.20
H 2.579178 -0.351780 2.868543 0.00 0.10 0.11
H 1.003943 1.212475 3.732514 0.06 0.07 -0.09
H 2.409186 2.127519 4.229652 -0.17 -0.17 -0.04
H 2.584125 3.222759 2.050034 -0.22 0.04 0.09
H 1.195635 3.741991 2.964463 -0.11 -0.26 -0.05
H 1.305467 1.914553 0.493743 -0.18 0.02 0.06
H 0.702194 3.552573 0.604153 0.06 -0.24 -0.03
H -1.177290 2.218930 0.369202 0.03 -0.09 0.21
H -1.215199 2.868222 1.980343 -0.01 -0.38 0.18
H 1.362800 -0.611928 1.458641 0.22 0.27 -0.35
H -0.596384 -2.627771 -0.064533 -0.03 0.27 0.04
H -1.366748 -2.157701 -1.581018 0.04 0.01 0.21
H -3.549575 -2.632960 -0.766125 0.23 0.19 0.16
H -2.611888 -3.735706 0.216838 -0.04 0.21 0.05
H -3.147642 -2.168778 0.885711 0.25 -0.06 -0.03
H -2.677323 -3.458773 4.059697 0.14 0.13 -0.15
H -2.565275 -0.127441 5.754439 -0.11 0.47 -0.11
F 4.800817 3.141478 1.148759 0.03 0.01 -0.09
C 5.024750 3.015897 -0.180844 -0.03 0.03 -0.13
C 4.642407 1.851678 -0.816163 -0.05 -0.06 0.04
C 4.865068 1.737769 -2.181524 0.04 0.06 -0.01
C 5.465441 2.774515 -2.882765 0.03 -0.02 -0.01
C 5.842243 3.933878 -2.217594 0.00 -0.08 -0.01
C 5.619159 4.064098 -0.853566 0.02 0.10 0.02
H 4.182441 1.051398 -0.251542 0.00 0.01 0.01
H 4.567542 0.834777 -2.697710 0.00 0.00 0.01
H 5.639267 2.678816 -3.946001 -0.01 0.01 0.00
H 6.314123 4.741991 -2.760452 0.00 0.01 0.01
H 5.899400 4.959966 -0.315971 0.01 -0.02 0.02
F 1.238514 2.434137 -1.746342 -0.06 -0.09 -0.07
C 1.186408 3.297891 -2.792261 0.06 0.11 -0.10
C 0.093849 3.261106 -3.632492 -0.09 -0.08 0.03
C 0.049666 4.149989 -4.697157 0.10 0.09 0.01
C 1.091512 5.045205 -4.902600 0.00 0.00 0.00
C 2.180043 5.056761 -4.040210 -0.07 -0.03 -0.02
C 2.234407 4.177105 -2.967940 0.07 0.03 0.09
H -0.701072 2.547298 -3.458763 0.01 -0.01 0.00
H -0.797947 4.137523 -5.366513 0.00 -0.02 -0.01
H 1.054794 5.733081 -5.736559 0.00 0.00 0.00
H 2.994130 5.750908 -4.202028 0.00 0.01 0.01
H 3.072067 4.166997 -2.281301 -0.05 -0.02 -0.02
F 5.425433 -4.499084 3.653123 0.02 0.00 0.00
C 4.176624 -4.036798 3.824634 -0.09 0.03 0.03
C 3.460603 -3.623968 2.718262 0.03 0.04 -0.08
C 2.170493 -3.150271 2.906663 0.10 0.06 0.12
C 1.622663 -3.089922 4.179078 -0.01 0.08 -0.01
C 2.361201 -3.514890 5.276321 -0.01 0.06 -0.07
C 3.650797 -3.994609 5.103148 0.04 -0.02 0.06
H 3.908703 -3.679658 1.734825 0.01 -0.04 0.01
H 1.584212 -2.840915 2.054195 -0.04 -0.02 -0.08
H 0.614845 -2.716192 4.298995 0.10 -0.07 0.04
H 1.936421 -3.471964 6.271100 0.01 -0.02 0.00
H 4.246237 -4.335149 5.939230 0.02 0.00 -0.02
F 0.969393 -4.981429 0.924644 -0.07 -0.03 -0.08
C 1.160504 -5.165672 -0.403747 0.00 -0.01 -0.09
C 0.812563 -6.377329 -0.963891 -0.04 -0.07 0.04
C 1.003828 -6.554365 -2.326991 0.02 0.07 -0.01
C 1.537962 -5.531362 -3.099259 0.00 0.00 -0.02
C 1.880740 -4.322913 -2.508428 -0.03 -0.05 -0.01
C 1.689982 -4.129576 -1.146957 0.02 0.07 0.05
H 0.403903 -7.162084 -0.341613 0.00 0.02 0.01
H 0.734669 -7.496121 -2.785960 0.01 -0.01 0.01
H 1.687625 -5.676923 -4.160476 0.00 0.00 0.01
H 2.299779 -3.525361 -3.107593 0.00 0.01 0.01
H 1.941913 -3.191581 -0.668367 0.01 0.00 0.02
F -2.423859 2.631674 -6.216258 -0.01 -0.04 0.01
C -3.648443 3.193612 -6.095026 -0.11 0.05 0.00
C -4.246544 3.732586 -7.215450 0.04 0.01 -0.09
C -5.502538 4.307214 -7.083208 0.00 -0.01 0.07
C -6.132692 4.339491 -5.846358 -0.02 0.01 0.00
C -5.506339 3.792187 -4.735320 0.00 0.01 -0.06
C -4.252406 3.209225 -4.854435 0.04 -0.03 0.08
H -3.734623 3.700211 -8.167705 0.01 -0.02 0.01
H -5.989981 4.730571 -7.951084 0.01 0.00 0.00
H -7.110891 4.790678 -5.749501 0.00 0.00 0.00
H -5.994379 3.818457 -3.770078 0.00 -0.01 0.00
H -3.747874 2.770764 -4.003603 0.01 0.00 -0.01
F -5.576623 -3.320531 -1.482213 -0.08 -0.01 -0.02
C -5.757636 -3.871435 -2.706867 -0.01 -0.05 -0.11
C -4.986887 -3.418370 -3.757788 0.07 0.06 0.02
C -5.173040 -3.988836 -5.009198 -0.05 -0.04 0.02
C -6.120018 -4.987624 -5.189344 0.00 0.00 -0.02
C -6.883390 -5.421543 -4.113972 0.05 0.04 -0.03
C -6.703524 -4.864027 -2.855973 -0.05 -0.04 0.07
H -4.260193 -2.632978 -3.596283 -0.01 0.00 0.01
H -4.576394 -3.649714 -5.845437 0.00 0.01 0.00
H -6.263656 -5.426464 -6.167364 0.00 0.00 0.01
H -7.624662 -6.196964 -4.252981 0.00 0.00 0.01
H -7.283557 -5.189580 -2.003069 0.00 0.02 0.00

---

No. 4
89
Properties=species:S:1:pos:R:3:forces:R:3 method="wB97M-V/def2-TZVPD" lumo_energy_ev="-3.27 / -3.27" s2=0.7847 multiplicity=2 homo_ev="-8.3 / -9.6" total_charge=+1
Hg -0.368482 0.823414 -0.036864 -0.12 -0.01 0.03
C 2.039449 2.943423 2.384647 0.01 0.01 0.01
C 1.573201 2.273937 3.672079 0.03 0.00 0.00
C 2.473244 1.100990 4.047800 -0.04 0.01 -0.01
C 0.096723 1.874789 3.586173 0.02 -0.03 -0.02
C -0.518983 1.548392 4.951693 0.02 0.01 0.02
O -1.193028 0.296616 4.742858 -0.02 -0.01 0.00
C -0.869968 -0.121285 3.497845 0.02 0.03 0.01
N -0.160396 0.654750 2.780641 -0.01 -0.03 -0.03
C -1.429206 -1.472630 3.211715 0.00 0.02 0.05
C -1.677986 -2.249103 4.348503 0.00 -0.01 -0.01
C -2.286762 -3.487495 4.269865 0.00 0.01 0.02
C -2.702641 -3.969534 3.041529 -0.01 -0.01 0.00
C -2.459045 -3.219192 1.907167 0.03 -0.01 -0.05
C -1.797237 -1.988859 1.958725 -0.02 -0.01 -0.02
P -1.555142 -1.249789 0.312121 0.02 0.01 -0.01
C -3.198868 -1.137124 -0.434759 0.03 -0.01 0.01
C -3.757071 -2.209618 -1.127520 -0.01 -0.01 -0.01
C -5.028297 -2.098238 -1.667597 0.01 0.00 0.00
C -5.746999 -0.920198 -1.513269 0.00 0.00 0.01
C -5.194625 0.150215 -0.824681 -0.02 0.01 -0.01
C -3.919712 0.045388 -0.291944 0.01 0.00 0.00
C -0.644478 -2.456161 -0.670760 -0.02 0.03 -0.04
C -0.011093 -3.493770 -0.110026 -0.02 -0.02 -0.02
C 0.774895 -4.453832 -0.886434 -0.01 0.02 -0.01
C 0.785179 -4.411677 -2.217241 0.01 0.03 0.05
C 0.079955 -3.353148 -2.993086 -0.03 0.01 -0.06
C -0.510662 -2.181411 -2.153629 -0.02 -0.03 0.06
H 3.102693 3.183305 2.432422 0.00 0.01 0.01
H 1.493535 3.869437 2.192665 0.00 -0.01 0.00
H 1.889475 2.277094 1.535598 -0.01 -0.01 -0.03
H 1.623204 3.017326 4.476622 0.00 0.00 0.00
H 2.538178 0.391156 3.222682 0.00 0.01 0.01
H 2.112218 0.558118 4.924052 0.00 0.01 0.00
H 3.480391 1.451779 4.272166 0.01 0.01 -0.01
H -0.444188 2.700003 3.119310 0.00 0.01 -0.01
H -1.252226 2.276620 5.290032 0.00 0.00 -0.01
H 0.232161 1.405025 5.729105 -0.01 0.01 0.00
H -1.398651 -1.857204 5.313968 0.00 0.00 0.00
H -2.455940 -4.059872 5.171756 0.00 0.00 0.00
H -3.211014 -4.920838 2.961967 0.00 0.00 0.00
H -2.783116 -3.604666 0.948860 0.02 0.00 0.03
H -3.195104 -3.128237 -1.257732 0.00 0.02 -0.01
H -5.455285 -2.929874 -2.211707 -0.01 0.00 0.00
H -6.738576 -0.833614 -1.936915 0.00 -0.01 0.00
H -5.752562 1.070033 -0.711988 0.00 0.00 0.00
H -3.484115 0.888037 0.233532 0.00 0.02 0.00
H -0.080604 -3.664298 0.957310 -0.02 -0.01 0.02
H 1.305502 -5.229336 -0.350243 0.00 0.00 0.00
H 1.328065 -5.155839 -2.789693 0.00 0.00 0.00
H -0.619597 -3.806882 -3.698897 0.01 -0.03 0.01
H -1.459265 -1.835950 -2.571423 0.04 0.00 0.00
Br 0.974394 -3.459220 -6.307971 0.00 0.00 0.00
C 0.710577 -2.037369 -5.088538 -0.01 0.03 0.01
C 0.243595 -0.854142 -5.476154 0.01 0.03 0.02
C 0.063056 0.241619 -4.531832 -0.01 -0.05 -0.06
C 0.283452 0.094104 -3.207487 -0.01 -0.01 0.04
C 0.652112 -1.258923 -2.651094 -0.04 0.10 -0.04
C 1.059651 -2.356808 -3.676984 0.02 -0.03 0.03
N 0.143434 1.096421 -2.270370 0.08 0.03 0.03
C 0.113752 2.383682 -2.602538 0.00 0.05 0.05
C -0.201342 3.374848 -1.647726 0.02 -0.10 0.01
C -0.197315 4.753715 -1.982475 -0.01 0.00 0.01
C -0.559262 5.688690 -1.059809 -0.01 -0.02 0.01
C -0.950747 5.271690 0.232536 0.00 0.02 -0.02
C -0.917327 3.935914 0.516726 0.00 -0.01 0.00
N -0.531730 2.996900 -0.369153 0.03 0.02 -0.11
H 0.002144 -0.680586 -6.516390 0.00 0.00 0.00
H -0.284861 1.186467 -4.927076 0.00 -0.02 0.00
H 1.415298 -1.143120 -1.880514 0.00 -0.01 0.01
H 2.105092 -2.669084 -3.610317 0.01 0.01 -0.02
H 0.372656 2.710075 -3.605975 -0.01 0.00 0.03
H 0.086252 5.037997 -2.987334 0.01 0.00 0.00
H -0.560559 6.739086 -1.317895 0.00 0.00 0.00
H -1.276106 5.977732 0.981847 0.00 0.00 0.00
H -1.219883 3.569933 1.487920 0.01 0.01 0.01
Se 2.486001 -1.445210 1.053858 0.07 0.05 -0.02
N 2.052784 0.107018 0.287454 0.02 -0.04 -0.01
C 3.147724 0.588896 -0.275911 0.01 -0.01 0.02
C 3.234568 1.824901 -0.989608 0.00 0.02 -0.01
C 4.432006 2.185345 -1.505607 0.01 -0.01 0.01
C 5.608250 1.370044 -1.357044 -0.01 0.00 0.01
C 5.576578 0.198165 -0.685616 0.00 0.01 -0.01
C 4.333001 -0.230455 -0.117713 -0.03 0.01 0.00
N 4.177259 -1.349726 0.560442 -0.05 -0.03 0.03
H 2.355214 2.442565 -1.106531 -0.03 0.00 0.00
H 4.518706 3.117481 -2.048593 0.00 0.00 0.00
H 6.534261 1.716864 -1.795266 0.00 0.00 0.00
H 6.450200 -0.425694 -0.560279 0.00 0.00 0.00